# 1
This record from the OMol25 dataset describes a molecular structure, C26H22AuCl2NO4Sb. The level of theory is ωB97M-V/def2-TZVPD.

Each line ends with the natural charge from an NBO analysis.
Cartesian coordinates (Å):
1 Au 0.0918 -1.1597 1.2204  0.86
2 O -3.2729 -2.8192 3.6697  -0.62
3 C -2.2851 -2.2473 3.0229  0.78
4 O -2.1271 -2.2899 1.8226  -0.62
5 C -1.3566 -1.5043 3.9510  0.09
6 C -1.5780 -1.5041 5.3200  -0.15
7 C -0.6984 -0.8094 6.1310  -0.10
8 C 0.3579 -0.1324 5.5424  -0.17
9 C 0.5169 -0.1740 4.1658  0.08
10 N -0.3291 -0.8612 3.3848  -0.49
11 C 1.6367 0.5554 3.4451  0.79
12 O 2.4980 1.2623 4.1403  -0.60
13 O 1.7444 0.5025 2.2417  -0.63
14 H -3.8501 -3.3123 3.0620  0.53
15 H -2.4209 -2.0399 5.7303  0.28
16 H -0.8324 -0.7917 7.2043  0.27
17 H 1.0396 0.4118 6.1811  0.24
18 H 2.3717 1.2593 5.0976  0.51
19 Cl -3.1883 2.1905 -2.0411  0.07
20 C -3.0841 2.4128 -0.3186  -0.36
21 Cl -1.9999 1.1452 0.4610  0.02
22 H -4.0529 2.2564 0.1435  0.27
23 H -2.6459 3.3716 -0.0666  0.26
24 C -1.8342 -0.3372 -5.6464  -0.12
25 C -2.3461 -1.1277 -4.6191  -0.18
26 C -1.8901 -0.9630 -3.3235  -0.16
27 C -0.9169 0.0063 -3.0904  -0.45
28 C -0.4083 0.8256 -4.0978  -0.22
29 C -0.8701 0.6287 -5.3921  -0.18
30 Sb -0.0044 0.2769 -1.2397  1.91
31 C 0.9129 -1.6080 -0.6920  -0.63
32 C 0.2809 -2.7837 -1.1782  -0.10
33 C 1.0446 -3.8969 -1.4468  -0.21
34 C 2.4285 -3.8533 -1.2664  -0.06
35 C 3.0632 -2.7064 -0.7962  -0.21
36 C 2.3214 -1.5807 -0.5015  -0.15
37 C 1.0527 2.0576 -1.0486  -0.36
38 C 2.2664 2.1517 -0.3704  -0.23
39 C 2.9045 3.3815 -0.3276  -0.17
40 C 2.3302 4.4908 -0.9346  -0.12
41 C 1.1061 4.3897 -1.5892  -0.19
42 C 0.4547 3.1705 -1.6500  -0.25
43 H -2.1963 -0.4767 -6.6565  0.26
44 H -3.1046 -1.8693 -4.8295  0.26
45 H -2.3091 -1.5614 -2.5250  0.22
46 H 0.3391 1.5844 -3.9044  0.24
47 H -0.4777 1.2380 -6.1948  0.26
48 H -0.7902 -2.8122 -1.3285  0.23
49 H 0.5723 -4.8022 -1.8037  0.26
50 H 3.0201 -4.7309 -1.4947  0.26
51 H 4.1354 -2.6949 -0.6547  0.27
52 H 2.8101 -0.7009 -0.1121  0.25
53 H 2.7074 1.3133 0.1436  0.24
54 H 3.8515 3.4704 0.1870  0.25
55 H 2.8376 5.4455 -0.8946  0.26
56 H 0.6643 5.2585 -2.0582  0.26
57 H -0.4911 3.0936 -2.1746  0.23

## Properties
Net charge: +3
LUMO: -10.95 eV



# 2
This record from the OMol25 dataset describes a molecular structure, C26H22Cl4CrN6O2S3Te at a distorted geometry. The level of theory is ωB97M-V/def2-TZVPD.

Each line ends with the natural charge from an NBO analysis.
Cartesian coordinates (Å):
1 Cr -1.0490 -1.7488 21.9808  1.19
2 S -2.8708 -5.6001 23.8545  -0.25
3 C -2.3896 -4.9805 22.4174  -0.22
4 S -2.9105 -3.4649 21.7280  -0.39
5 C -1.4525 -5.7438 21.5743  -0.55
6 C -1.5510 -5.6761 20.1400  0.35
7 N -1.4847 -5.6148 18.9668  -0.50
8 C -0.5338 -6.7334 22.0829  0.35
9 N 0.1929 -7.5809 22.4457  -0.47
10 Cl -4.1719 3.5440 19.0008  -0.01
11 C -2.9334 2.6482 19.8054  -0.10
12 C -2.1844 3.2840 20.8443  -0.16
13 Cl -2.1759 4.9695 21.1185  0.00
14 C -1.6135 2.4216 21.8277  -0.17
15 Cl -1.1286 2.9656 23.4004  -0.03
16 C -1.6037 0.9870 21.7171  0.28
17 O -1.2776 0.1555 22.6455  -0.82
18 C -1.9704 0.4643 20.3920  0.29
19 O -1.6088 -0.7560 20.2261  -0.79
20 C -2.6477 1.3049 19.4658  -0.18
21 Cl -3.5308 0.5876 18.1556  0.00
22 C 2.1644 1.5001 19.7204  -0.42
23 N 1.5356 0.2538 20.2214  -0.58
24 C 1.7933 -0.5268 21.2486  0.37
25 S 1.3362 -2.2021 21.0877  -0.30
26 N 2.5295 -0.0827 22.3012  -0.61
27 C 2.3305 1.2414 22.8589  -0.43
28 H 2.3333 1.3976 18.6527  0.21
29 H 3.1506 1.7541 20.1640  0.19
30 H 1.4861 2.3412 19.8456  0.22
31 H 1.2205 -0.2461 19.3775  0.43
32 H 2.6639 -0.8521 22.9276  0.41
33 H 2.8212 1.9694 22.2064  0.19
34 H 2.7842 1.2724 23.8606  0.21
35 H 1.2660 1.4329 23.0320  0.24
36 N -2.9829 -2.2410 24.5603  -0.75
37 C -1.7502 -2.2417 25.0033  0.45
38 C -1.4558 -2.0240 26.3792  -0.31
39 C -0.1391 -2.0016 26.7455  -0.13
40 C 0.8924 -2.2850 25.8416  -0.37
41 C 0.4964 -2.5913 24.5538  0.09
42 N -0.7637 -2.4079 24.0667  -0.57
43 H -3.7198 -2.2313 25.2148  0.38
44 H -3.1735 -2.3685 23.5787  0.42
45 H -2.2407 -1.6908 27.0629  0.21
46 H 0.1399 -1.7527 27.7684  0.20
47 H 1.9341 -2.3130 26.1168  0.21
48 H 1.2023 -2.9730 23.8060  0.22
49 C -4.4635 -2.9735 18.1989  -0.64
50 Te -2.3168 -3.1435 17.5411  0.48
51 C -3.3422 -4.5450 16.1775  -0.68
52 C -4.7799 -4.2226 16.0654  0.00
53 C -5.6098 -4.6290 15.0089  -0.23
54 C -6.9775 -4.4165 15.1212  -0.23
55 C -7.5505 -3.8293 16.2323  -0.25
56 C -6.7589 -3.3284 17.2497  -0.16
57 C -5.3877 -3.4947 17.2159  -0.04
58 H -4.4583 -1.8913 18.4875  0.25
59 H -4.4858 -3.5676 19.1109  0.25
60 H -3.1027 -5.4997 16.7049  0.25
61 H -2.8599 -4.5154 15.2008  0.21
62 H -5.1688 -5.0577 14.0729  0.20
63 H -7.6149 -4.6600 14.2651  0.19
64 H -8.6268 -3.7225 16.2771  0.20
65 H -7.1776 -2.8160 18.1374  0.20

## Properties
Net charge: -2
2S+1: 5
LUMO (alpha / beta): 3.85 / 3.84 eV



# 3
This record from the OMol25 dataset describes a molecular structure, C26H22IrN6P at a distorted geometry. The level of theory is ωB97M-V/def2-TZVPD.

Each line ends with the natural charge from an NBO analysis.
Cartesian coordinates (Å):
1 Ir -0.1571 -0.1207 0.1713  0.62
2 N 2.5035 -2.2823 0.7131  -0.75
3 C 2.8594 -1.0022 0.8343  0.63
4 N 4.1313 -0.7272 1.0605  -0.54
5 C 4.4422 0.5591 1.2111  0.61
6 N 5.7080 0.8919 1.3927  -0.71
7 N 3.5300 1.5784 1.2134  -0.50
8 C 2.3123 1.2128 0.9696  0.45
9 N 1.8900 -0.0470 0.7172  -0.66
10 C 1.2532 2.2568 0.9940  0.17
11 C 1.5389 3.5680 1.3027  -0.18
12 C 0.4980 4.4861 1.3444  -0.09
13 C -0.7942 4.0571 1.0884  -0.21
14 C -1.0100 2.7318 0.7719  0.09
15 N -0.0075 1.8425 0.7247  -0.45
16 H 3.2063 -2.9828 0.8854  0.44
17 H 1.5348 -2.5478 0.6872  0.41
18 H 6.4161 0.1765 1.4099  0.43
19 H 5.9629 1.8576 1.5125  0.43
20 H 2.5627 3.8458 1.5045  0.27
21 H 0.6953 5.5232 1.5801  0.26
22 H -1.6339 4.7354 1.1335  0.26
23 H -2.0019 2.3576 0.5812  0.22
24 C -5.8660 -0.8547 2.3729  -0.15
25 C -6.1173 -0.6347 1.0239  -0.19
26 C -5.0685 -0.3960 0.1520  -0.17
27 C -3.7591 -0.3909 0.6403  -0.47
28 C -3.5092 -0.6110 1.9964  -0.11
29 C -4.5658 -0.8435 2.8611  -0.22
30 P -2.3786 -0.1914 -0.4684  1.16
31 C -2.8895 0.8138 -1.8688  -0.33
32 C -3.5726 2.0101 -1.6410  -0.22
33 C -3.9439 2.8110 -2.7084  -0.20
34 C -3.6382 2.4231 -4.0062  -0.16
35 C -2.9663 1.2317 -4.2379  -0.18
36 C -2.5932 0.4241 -3.1743  -0.21
37 C -1.7235 -1.7202 -1.1291  -0.35
38 C -2.1495 -3.0357 -1.3153  -0.15
39 C -1.2423 -3.9132 -1.8733  -0.13
40 C 0.0773 -3.5261 -2.1864  -0.18
41 C 0.5371 -2.2595 -1.9127  -0.21
42 C -0.3644 -1.3876 -1.2718  -0.08
43 H -6.6914 -1.0323 3.0492  0.24
44 H -7.1328 -0.6469 0.6524  0.24
45 H -5.2658 -0.2189 -0.8978  0.23
46 H -2.4922 -0.5995 2.3720  0.21
47 H -4.3784 -1.0102 3.9129  0.24
48 H -3.8493 2.3099 -0.6368  0.22
49 H -4.4823 3.7317 -2.5288  0.24
50 H -3.9427 3.0415 -4.8397  0.24
51 H -2.7450 0.9206 -5.2498  0.24
52 H -2.0919 -0.5144 -3.3743  0.22
53 H -3.1673 -3.3336 -1.1012  0.25
54 H -1.5525 -4.9253 -2.0993  0.25
55 H 0.7468 -4.2565 -2.6216  0.25
56 H 1.5654 -1.9809 -2.1005  0.25

## Properties
Net charge: +2
LUMO: -7.82 eV



# 4
This record from the OMol25 dataset describes a molecular structure, C26H22N5PdSi at a distorted geometry. The level of theory is ωB97M-V/def2-TZVPD.

Each line ends with the natural charge from an NBO analysis.
Cartesian coordinates (Å):
1 Pd -0.5995 -0.8577 -0.3617  0.74
2 N 3.9547 -1.8979 -0.2101  -0.44
3 C 2.7214 -1.7723 -0.6927  0.35
4 N 1.6477 -1.6699 0.0517  -0.54
5 C 1.8011 -1.7672 1.4149  0.38
6 N 0.7421 -1.8124 2.2309  -0.15
7 N -0.4342 -1.7773 1.6879  -0.29
8 C -1.5458 -1.8905 2.3582  0.21
9 C -2.7547 -1.9076 1.5784  0.07
10 C -4.0151 -2.0961 2.1450  -0.12
11 C -5.1203 -2.1546 1.3108  -0.14
12 C -4.9390 -2.0526 -0.0584  -0.16
13 C -3.6472 -1.8585 -0.5557  0.08
14 N -2.5931 -1.7725 0.2374  -0.47
15 C 3.0975 -1.8466 2.0070  -0.02
16 C 3.3030 -1.8448 3.3982  -0.15
17 C 4.5839 -1.8557 3.8880  -0.15
18 C 5.6870 -1.9023 3.0108  -0.07
19 C 5.5149 -1.9294 1.6450  -0.23
20 C 4.2203 -1.8950 1.1373  0.20
21 H 4.7337 -2.0076 -0.8512  0.46
22 H 2.6114 -1.7652 -1.7697  0.24
23 H -1.5647 -1.9914 3.4422  0.25
24 H -4.1179 -2.2128 3.2165  0.26
25 H -6.1118 -2.2963 1.7199  0.27
26 H -5.7732 -2.1327 -0.7418  0.26
27 H -3.4699 -1.7952 -1.6216  0.22
28 H 2.4470 -1.8226 4.0556  0.26
29 H 4.7501 -1.8258 4.9562  0.26
30 H 6.6893 -1.9176 3.4185  0.27
31 H 6.3690 -1.9703 0.9803  0.26
32 C -4.4879 2.8632 -2.2203  -0.02
33 C -4.0635 3.5302 -1.0596  -0.16
34 C -2.8714 3.1768 -0.4656  -0.20
35 C -2.1484 2.0785 -0.9723  -0.21
36 C -2.5782 1.4185 -2.1499  -0.21
37 C -3.7609 1.7851 -2.7470  -0.14
38 Si -0.5734 1.4855 -0.0310  0.88
39 C 0.7428 2.0335 -1.2993  -0.44
40 C 1.5367 3.1543 -1.0388  -0.13
41 C 2.5951 3.4510 -1.8858  -0.20
42 C 2.8172 2.6753 -3.0183  -0.13
43 C 2.0134 1.5715 -3.2980  -0.20
44 C 0.9670 1.2595 -2.4473  -0.23
45 H -5.3647 3.2205 -2.7477  0.26
46 H -4.6476 4.3380 -0.6380  0.27
47 H -2.5323 3.7215 0.4062  0.25
48 H -1.9900 0.6234 -2.5940  0.22
49 H -4.1038 1.2745 -3.6372  0.25
50 H -0.4263 2.1952 1.2569  -0.12
51 H 1.3531 3.7862 -0.1788  0.23
52 H 3.2272 4.3009 -1.6652  0.25
53 H 3.5985 2.9555 -3.7133  0.25
54 H 2.1846 0.9841 -4.1909  0.24
55 H 0.3248 0.4159 -2.6928  0.20

## Properties
Net charge: +3
2S+1: 5
LUMO (alpha / beta): -9.75 / -12.09 eV



We obtain calculated total energy values of -2654.99111; -5830.89814; -1777.75097; -1694.03251 a.u. for the records listed above, in that order.